Entry from OMol25: 2 unconnected molecules or ions with the total composition CH3NOS in a non-equilibrium geometry (ωB97M-V with the def2-TZVPD basis set).

Its energy is -15450.641 eV. For the energy relative to the best compared isomer or geometry (same formula, charge and spin), the calculation gives 8.1677 eV. The calculation puts the HOMO energy (spin up / spin down) at -9.9 / -9.2 eV. As for the spin multiplicity: 1. The calculation puts the LUMO energy (spin up / spin down) at -1.5 / -1.3 eV.

XYZ file:
```
7
Properties=species:S:1:pos:R:3:forces:R:3
C 1.59620 -0.02872 0.22212 -3.4 0.3 1.1
N -0.47487 0.06282 1.04467 3.7 0.0 0.0
O -0.93163 -0.24778 -1.46884 0.0 -0.4 -0.6
S -1.29197 -0.62232 -0.10121 -1.1 0.8 -0.5
H 2.13585 0.55980 0.93097 0.2 0.1 0.4
H 1.44716 0.15629 -0.82028 -0.1 -0.2 -0.5
H -2.48074 0.11991 0.19256 0.7 -0.6 -0.1
```
Forces are in eV/Å.